1.
C18H19N3O3S | ωB97M-V/def2-TZVPD

CARTESIAN COORDINATES (ANGSTROEM)
C1 3.3168 3.4458 -1.7453
H1 3.1732 3.8002 -0.7653
O1 2.6489 2.0090 -1.7936
C2 1.3378 2.0508 -1.5720
C3 0.4337 3.1656 -1.3667
C4 -0.7392 3.0359 -0.9046
C5 -1.2342 1.8637 -0.8643
C6 -0.4717 0.4967 -1.4185
C7 0.8874 0.7137 -1.7436
O2 1.6477 -0.2037 -2.0570
C8 1.3431 -1.6093 -2.2670
H2 2.1203 -2.1700 -2.7958
H3 0.6305 -1.8992 -1.5460
H4 0.4328 -1.5063 -3.0061
H5 -0.9380 -0.4701 -1.4693
C9 -2.6301 1.5009 -0.5402
O3 -3.7416 2.0205 -1.1698
N1 -2.8898 0.5292 0.4048
C10 -2.0960 -0.2432 1.3801
N2 -2.4332 -1.0570 2.0755
C11 -3.8177 -1.4369 1.3677
H6 -4.3343 -1.4441 2.4031
H7 -3.7010 -2.4296 1.0290
C12 -4.0701 -0.1707 0.6427
H8 -4.5040 -0.8285 -0.6072
H9 -4.9834 0.3728 0.9917
S1 -0.6981 0.8499 1.7184
C13 0.2015 -0.7109 2.9252
C14 0.9600 -1.4321 2.1032
C15 2.1372 -1.2185 1.6461
C16 2.8582 -2.3235 0.7953
C17 2.1253 -3.4263 0.3807
N3 0.9312 -3.6916 0.9847
C18 0.2550 -2.6722 1.6295
H10 -0.6931 -2.9534 1.9945
H11 2.6976 -4.3056 0.0054
H12 3.7436 -2.1303 0.2841
H13 2.7198 -0.2029 2.0426
H14 -0.6460 -1.0241 3.4382
H15 0.9862 -0.0051 3.6148
H16 -1.4351 3.8639 -0.4651
H17 1.2014 4.2518 -1.0041
H18 4.4313 3.3420 -2.1580
H19 2.8360 4.2530 -2.5979

Results
LUMO level	-0.11	eV
orbital gap	7.817	eV
2S+1	1
E_HOMO	-7.925	eV
energy	-1484.94515	Ha

Mulliken population analysis, charges in e, atoms 1 to 2: atom 1 (C): -0.92, atom 2 (H): 0.46



2.
C2H6ClNO2S2 | ωB97M-V/def2-TZVPD

CARTESIAN COORDINATES (ANGSTROEM)
C1 0.9875 -0.4348 -1.6920
C2 0.7371 -0.1816 -0.1771
S1 -1.0971 0.0078 -0.0787
O1 -1.7657 0.7700 -1.0885
O2 -1.4830 -1.3556 0.0300
N1 -1.3659 0.8126 1.4225
S2 -0.5042 0.1580 2.7793
Cl1 1.3357 1.0881 2.6059
H1 0.4835 -1.4239 -1.9441
H2 0.6087 0.4259 -2.1743
H3 2.0694 -0.8304 -1.9644
H4 1.2768 0.6536 0.2729
H5 0.9889 -0.9608 0.4440
H6 -2.2717 1.2710 1.5644

Results
LUMO level	-0.41	eV
orbital gap	9.450	eV
2S+1	1
E_HOMO	-9.861	eV
energy	-1541.54424	Ha

Mulliken population analysis, charges in e, atoms 1 to 2: atom 1 (C): -1.14, atom 2 (C): -0.61



3.
C23H28N4O5S | ωB97M-V/def2-TZVPD

CARTESIAN COORDINATES (ANGSTROEM)
C1 -0.6280 2.7468 0.6367
C2 -1.4275 2.2868 1.8575
N1 -0.6390 1.9202 3.0058
C3 0.0019 2.9120 3.8299
C4 1.3225 3.4462 3.2732
S1 -0.4011 0.3241 3.3661
O1 -0.2624 0.2046 4.7902
O2 -1.4506 -0.4280 2.7378
C5 1.1319 -0.0888 2.5106
C6 0.9366 -0.3323 1.1639
C7 2.0147 -0.5581 0.3157
N2 1.7471 -0.7596 -1.0414
C8 2.6300 -0.7906 -2.0716
O3 3.8325 -0.7495 -1.9624
C9 1.9953 -0.8800 -3.4655
N3 0.5587 -0.9559 -3.5111
C10 -0.1166 -2.1295 -3.9121
O4 0.4184 -3.1675 -4.1886
N4 -1.4296 -1.8205 -3.9204
C11 -1.7155 -0.4741 -3.4761
C12 -2.4806 0.3115 -4.5399
C13 -2.3605 -0.4600 -2.0972
C14 -3.2238 0.5535 -1.7049
C15 -3.7776 0.5445 -0.4353
C16 -3.4717 -0.4671 0.4581
C17 -2.5914 -1.4670 0.0818
C18 -2.0349 -1.4600 -1.1845
C19 -0.2975 0.0882 -3.3036
O5 0.0090 1.2135 -3.0055
C20 3.3000 -0.5591 0.8539
C21 3.4729 -0.3374 2.2046
C22 2.4040 -0.0890 3.0678
C23 2.6790 0.1600 4.5171
H1 -1.2567 2.6981 -0.2489
H2 -0.2821 3.7700 0.7524
H3 0.2347 2.1057 0.4777
H4 -1.9981 1.3919 1.6050
H5 -2.1344 3.0718 2.1524
H6 -0.6965 3.7411 3.9891
H7 0.1796 2.4235 4.7899
H8 1.1580 4.0950 2.4183
H9 1.8332 4.0190 4.0435
H10 1.9631 2.6255 2.9623
H11 -0.0774 -0.3504 0.7931
H12 0.7610 -0.7646 -1.2645
H13 2.3367 -0.0019 -4.0233
H14 2.3833 -1.7804 -3.9527
H15 -2.1446 -2.5000 -4.1142
H16 -2.3737 1.3773 -4.3579
H17 -3.5339 0.0422 -4.5310
H18 -2.0655 0.0882 -5.5205
H19 -3.4700 1.3546 -2.3824
H20 -4.4523 1.3369 -0.1470
H21 -3.8935 -0.4761 1.4498
H22 -2.3284 -2.2398 0.7858
H23 -1.3530 -2.2511 -1.4676
H24 4.1478 -0.7306 0.2121
H25 4.4728 -0.3496 2.6128
H26 3.3888 -0.5760 4.8900
H27 1.7664 0.1066 5.0997
H28 3.1249 1.1457 4.6514

Results
LUMO level	0.53	eV
orbital gap	9.235	eV
2S+1	1
E_HOMO	-8.708	eV
energy	-1886.73642	Ha

Mulliken population analysis, charges in e, atoms 1 to 2: atom 1 (C): -1.25, atom 2 (C): -0.08



4.
C10H20N2O4 | ωB97M-V/def2-TZVPD

CARTESIAN COORDINATES (ANGSTROEM)
C1 -4.3733 -0.6325 0.4623
C2 -2.8851 -0.7936 0.1527
C3 -2.7378 -1.6818 -1.0554
C4 -2.2300 0.5878 0.1278
C5 -0.7222 0.6775 -0.0053
N1 -0.0439 0.1828 1.1395
C6 0.8471 -0.8434 1.2252
O1 1.3613 -1.1432 2.2846
C7 1.4948 -1.3023 -0.1328
N2 0.5740 -1.5916 -1.2114
C8 2.6352 -0.2025 -0.5724
C9 3.3715 0.2979 0.6292
O2 3.4720 -0.7561 -1.5297
C10 -0.3810 2.1229 -0.2945
O3 -1.0703 2.8190 -1.0454
O4 0.7330 2.5833 0.2376
H1 -4.8639 -1.5756 0.8142
H2 -4.4765 0.0880 1.2669
H3 -4.8865 -0.1773 -0.3894
H4 -2.4411 -1.4034 0.9358
H5 -3.3500 -2.6450 -0.8950
H6 -3.2336 -1.3196 -1.9656
H7 -1.6852 -2.0047 -1.2445
H8 -2.3490 1.1801 1.0019
H9 -2.7735 1.1443 -0.6501
H10 -0.5166 0.1693 -0.9292
H11 -0.2301 0.7098 1.9671
H12 2.0070 -2.2604 0.1582
H13 1.0692 -1.5254 -2.0880
H14 0.1654 -2.5070 -1.1004
H15 2.1338 0.6350 -1.0361
H16 4.2474 0.9523 0.3175
H17 3.7650 -0.3014 1.4094
H18 2.7480 0.9736 1.1964
H19 4.1589 -1.2122 -1.0368
H20 0.7172 3.5382 -0.0276

Results
LUMO level	0.57	eV
orbital gap	9.923	eV
2S+1	1
E_HOMO	-9.350	eV
energy	-803.50610	Ha

Mulliken population analysis, charges in e, atoms 1 to 2: atom 1 (C): -1.60, atom 2 (C): 1.16



5.
C6H10 | ωB97M-V/def2-TZVPD

CARTESIAN COORDINATES (ANGSTROEM)
C1 -2.3729 0.6811 0.7440
C2 -0.1212 -1.3457 -0.3079
C3 0.4065 -0.3717 -1.3231
C4 1.6509 0.3436 -0.7623
C5 1.7355 -0.2456 0.6064
C6 0.7482 -1.1421 0.8410
H1 -1.5074 1.3515 0.7182
H2 -2.7440 0.6132 1.7699
H3 -3.1584 1.0747 0.0930
H4 -2.0769 -0.3161 0.3979
H5 0.5963 -0.8996 -2.2665
H6 -0.4130 0.3238 -1.5552
H7 1.5554 1.4369 -0.7124
H8 2.5617 0.1372 -1.3402
H9 2.5152 0.0315 1.3149
H10 0.6242 -1.6726 1.7824

Results
LUMO level	-0.28	eV
orbital gap	7.828	eV
2S+1	1
E_HOMO	-8.103	eV
energy	-234.47510	Ha

Mulliken population analysis, charges in e, atoms 1 to 2: atom 1 (C): -0.93, atom 2 (C): -0.80



> What is the E_HOMO in the second record?

-9.861 eV



Copy entry 1 word for word.
C18H19N3O3S | ωB97M-V/def2-TZVPD

CARTESIAN COORDINATES (ANGSTROEM)
C1 3.3168 3.4458 -1.7453
H1 3.1732 3.8002 -0.7653
O1 2.6489 2.0090 -1.7936
C2 1.3378 2.0508 -1.5720
C3 0.4337 3.1656 -1.3667
C4 -0.7392 3.0359 -0.9046
C5 -1.2342 1.8637 -0.8643
C6 -0.4717 0.4967 -1.4185
C7 0.8874 0.7137 -1.7436
O2 1.6477 -0.2037 -2.0570
C8 1.3431 -1.6093 -2.2670
H2 2.1203 -2.1700 -2.7958
H3 0.6305 -1.8992 -1.5460
H4 0.4328 -1.5063 -3.0061
H5 -0.9380 -0.4701 -1.4693
C9 -2.6301 1.5009 -0.5402
O3 -3.7416 2.0205 -1.1698
N1 -2.8898 0.5292 0.4048
C10 -2.0960 -0.2432 1.3801
N2 -2.4332 -1.0570 2.0755
C11 -3.8177 -1.4369 1.3677
H6 -4.3343 -1.4441 2.4031
H7 -3.7010 -2.4296 1.0290
C12 -4.0701 -0.1707 0.6427
H8 -4.5040 -0.8285 -0.6072
H9 -4.9834 0.3728 0.9917
S1 -0.6981 0.8499 1.7184
C13 0.2015 -0.7109 2.9252
C14 0.9600 -1.4321 2.1032
C15 2.1372 -1.2185 1.6461
C16 2.8582 -2.3235 0.7953
C17 2.1253 -3.4263 0.3807
N3 0.9312 -3.6916 0.9847
C18 0.2550 -2.6722 1.6295
H10 -0.6931 -2.9534 1.9945
H11 2.6976 -4.3056 0.0054
H12 3.7436 -2.1303 0.2841
H13 2.7198 -0.2029 2.0426
H14 -0.6460 -1.0241 3.4382
H15 0.9862 -0.0051 3.6148
H16 -1.4351 3.8639 -0.4651
H17 1.2014 4.2518 -1.0041
H18 4.4313 3.3420 -2.1580
H19 2.8360 4.2530 -2.5979

Results
LUMO level	-0.11	eV
orbital gap	7.817	eV
2S+1	1
E_HOMO	-7.925	eV
energy	-1484.94515	Ha

Mulliken population analysis, charges in e, atoms 1 to 2: atom 1 (C): -0.92, atom 2 (H): 0.46



> The highest energy belongs to which entry?

C6H10